(1)
Here is a structure of composition C11H13NOSe2 from the OMol25 dataset. Energies are from ωB97M-V/def2-TZVPD.

Properties
DFT total energy in Ha: -5359.60085
Energy above the lowest of the compared OMol25 structures with the same formula, charge and spin in kJ/mol: 0.00
Net charge: 0
Molecular weight in g/mol: 333.2
Gap between HOMO and LUMO in eV: 8.1
Multiplicity: 1

XYZ file:
```
28
Properties=species:S:1:pos:R:3:forces:R:3:nbo_charge:R:1
C 1.5768 1.0435 0.3800 1.0 3.0 0.0 -0.22
C 3.7251 1.4516 -0.7904 0.8 0.0 -1.4 -0.36
C 1.1144 -0.0364 -0.3784 -0.5 -1.7 0.3 -0.26
C 1.8725 -0.6244 -1.2996 5.8 3.0 -2.6 0.44
C 2.7109 1.7972 0.1375 -1.4 -0.9 1.6 -0.16
C 3.4841 0.3915 -1.5978 -3.5 -2.7 0.2 -0.17
C -0.1467 -0.6078 0.0954 -1.8 -1.7 -0.3 0.13
C -4.2587 -0.9134 0.5784 1.1 -0.2 -0.3 -0.40
C -2.8958 -1.7044 0.4664 0.0 0.6 0.3 -0.43
C -3.4567 0.1718 1.2503 -0.3 2.1 -0.3 -0.40
C -2.1469 -0.5742 1.2541 -1.2 -1.6 0.8 -0.08
N -1.0453 0.0901 0.6511 1.2 0.3 0.4 -0.40
O 1.8098 -1.5661 -2.2759 0.4 1.3 0.8 -0.67
Se 3.2971 3.3721 1.0471 0.3 0.8 0.4 0.08
Se 4.3689 -0.3153 -3.1495 -2.5 -0.9 0.2 0.17
H 0.7874 1.4117 1.0272 0.5 0.2 0.3 0.24
H 4.6343 2.1543 -0.8899 -1.4 -1.4 0.0 0.24
H -0.3749 -1.7284 -0.0477 0.7 1.3 0.1 0.15
H -4.7203 -0.5579 -0.3453 0.2 -0.6 -0.2 0.20
H -5.0208 -1.3096 1.1832 -0.9 -0.7 0.9 0.20
H -2.6235 -2.6730 0.8934 -0.9 -0.2 -0.6 0.22
H -2.7043 -1.5760 -0.5631 1.0 -0.7 -1.3 0.21
H -3.3663 1.1079 0.6896 0.0 -0.2 -0.1 0.21
H -3.9047 0.4437 2.1664 0.0 0.4 1.4 0.21
H -1.9026 -0.9882 2.2753 0.2 0.7 -0.9 0.20
H 1.1953 -2.2552 -2.0868 -0.9 -0.9 0.4 0.49
H 2.4129 3.7388 2.1915 -0.1 -0.7 -0.6 0.10
H 5.5779 0.2564 -2.8623 2.4 1.2 0.6 0.06
```
Positions in Å, forces in eV/Å.

(2)
Here is the molecule C2H3N3O from the OMol25 dataset. Energies are from ωB97M-V/def2-TZVPD.

Properties
DFT total energy in Ha: -317.39882
Energy above the lowest of the compared OMol25 structures with the same formula, charge and spin in kJ/mol: 350.50
Net charge: 0
Molecular weight in g/mol: 85.1
Gap between HOMO and LUMO in eV: 9.6
Multiplicity: 1

XYZ file:
```
9
Properties=species:S:1:pos:R:3:forces:R:3:nbo_charge:R:1
C 0.8875 0.8318 -0.8170 1.3 0.5 0.2 0.49
C -0.5014 -0.4276 0.6983 0.4 -1.3 0.3 0.17
N 1.7523 -0.2818 -0.2174 -0.7 2.2 -0.6 -0.14
N 1.0723 -0.8412 0.6148 -2.9 -0.5 0.6 -0.09
N -1.3425 -0.9244 -0.1128 1.1 0.1 0.9 -0.62
O 0.8028 1.9287 -0.3277 0.2 -1.6 -0.7 -0.49
H -2.3037 -0.8135 0.2279 0.3 0.3 -0.2 0.36
H 0.3876 0.4326 -1.7003 -0.2 0.4 -0.3 0.16
H -0.7549 0.0955 1.6342 0.4 -0.2 -0.3 0.18
```
Positions in Å, forces in eV/Å.

The highest gap between HOMO and LUMO belongs to which entry? C2H3N3O